Entry 1:
{
  "formula": "C16H27N5O6",
  "method": "wB97M-V/def2-TZVPD",
  "orbital_gap_ev": [1.536, 10.232],
  "max_force_ev_per_a": 4.82,
  "homo_ev": [0.19, -8.52],
  "total_charge": -1,
  "spin_multiplicity": 2,
  "e_tot_ha": -1350.95373,
  "species": ["C", "C", "N", "H", "H", "H", "C", "C", "N", "H", "H", "H", "C", "C", "N", "H", "H", "H", "C", "C", "N", "H", "H", "H", "C", "C", "N", "H", "H", "H", "C", "O", "C", "O", "O", "C", "H", "H", "H", "H", "H", "H", "C", "O", "C", "O", "O", "C", "H", "H", "H", "H", "H", "H"],
  "xyz": [[3.7008, 5.6440, -4.5730], [3.0448, 4.3791, -4.2917], [2.6035, 3.3798, -4.0780], [3.3070, 6.3234, -3.8170], [3.5332, 6.0311, -5.5781], [4.7565, 5.4286, -4.4084], [-4.5664, -1.0261, -1.6604], [-5.8547, -1.1580, -2.3571], [-6.8612, -1.2850, -2.9133], [-3.8277, -0.4318, -2.1982], [-4.3004, -2.0831, -1.6520], [-4.6088, -0.8017, -0.5946], [-3.7820, -0.9082, 4.7248], [-4.9336, -1.7521, 4.2336], [-5.8316, -2.4117, 3.9567], [-4.3003, 0.0337, 4.5450], [-2.8703, -1.1469, 4.1771], [-3.5662, -1.0819, 5.7791], [0.1788, -2.3752, 5.3348], [0.1563, -1.1745, 4.6136], [0.1929, -0.1641, 4.1081], [1.2432, -2.6099, 5.3295], [-0.4526, -3.2155, 5.0464], [-0.0631, -2.1389, 6.3710], [1.2807, -3.4736, 0.0696], [1.3814, -4.3798, -1.0347], [1.5447, -5.1326, -1.8651], [0.6495, -3.8666, 0.8666], [0.7578, -2.5420, -0.1469], [2.3016, -3.1970, 0.3330], [3.2792, -0.1895, 1.0247], [2.4661, 0.2446, -0.0071], [2.6398, -0.2270, -1.2221], [3.4830, -1.1072, -1.6032], [1.6560, 0.3432, -1.9419], [1.6838, 0.1374, -3.3666], [2.8623, -1.0851, 1.4853], [3.2275, 0.6672, 1.6966], [4.2787, -0.4919, 0.7119], [1.8309, -0.8729, -3.7484], [2.4549, 0.6392, -3.9513], [0.7524, 0.6432, -3.6211], [-1.4419, -0.0569, 1.0927], [-0.5066, 0.9701, 0.7935], [-0.6417, 1.7173, -0.2979], [-1.4191, 1.6199, -1.2571], [0.4071, 2.5257, -0.3456], [0.7614, 3.0878, -1.5460], [-1.5531, -0.3412, 2.1391], [-1.1734, -0.9322, 0.5011], [-2.4216, 0.1758, 0.6754], [0.5644, 2.3747, -2.3464], [1.8303, 3.2955, -1.5936], [0.1653, 3.9992, -1.5928]],
  "atomic_forces_ev_per_a": [[-0.02, -0.23, 0.58], [1.67, 3.82, -1.51], [-1.95, -4.24, 0.92], [0.36, 0.38, -0.18], [-0.10, -0.21, 0.14], [0.09, 0.52, -0.05], [-0.33, -1.36, -0.16], [-0.91, 0.89, -0.14], [0.99, 0.05, 0.49], [-0.19, -0.03, 0.11], [0.90, -0.05, -0.05], [-0.43, 0.53, -0.24], [-1.89, -0.95, -0.65], [1.26, -0.55, 0.99], [-0.11, 0.17, -0.21], [1.24, 0.84, 0.17], [-0.16, 0.47, -0.31], [-0.35, 0.00, 0.01], [0.71, -1.27, 1.60], [-0.90, -0.54, -0.22], [0.11, 2.34, -1.21], [0.13, -0.81, 0.11], [0.10, 0.28, -0.52], [-0.12, 0.00, 0.25], [-0.35, 0.99, 0.47], [-0.36, 0.83, 0.81], [0.18, -1.33, -1.55], [0.58, -0.38, 0.29], [0.09, 0.04, -0.62], [-0.14, -0.14, 0.56], [0.56, -0.50, 1.23], [-0.34, 0.16, -1.36], [1.63, -2.91, -1.20], [-3.04, 3.53, 1.26], [1.70, -0.97, -0.81], [-0.36, 0.55, -0.73], [-0.27, 0.13, 0.24], [0.53, -0.46, 0.40], [0.09, 0.52, -0.18], [-0.80, -0.42, 0.86], [0.41, 0.72, 0.92], [-0.08, -0.67, -0.57], [-1.10, -0.70, -1.57], [-0.32, 0.68, 0.65], [-0.04, -0.99, -2.55], [0.52, -0.23, 2.34], [0.45, -0.72, 2.66], [-0.35, 0.57, -1.40], [0.69, 0.64, -0.04], [0.35, -0.26, 0.26], [-0.16, 0.45, 0.23], [-0.27, 0.57, -0.13], [-0.12, 0.04, 0.51], [0.21, 0.22, -0.89]]
}


Entry 2:
{
  "formula": "C11H17N2O",
  "method": "wB97M-V/def2-TZVPD",
  "relative_energy_kcal_mol": 151.7,
  "orbital_gap_ev": [8.449, 7.398],
  "max_force_ev_per_a": 9.05,
  "homo_ev": [-13.17, -12.70],
  "total_charge": 1,
  "e_tot_ha": -613.64622,
  "species": ["C", "C", "C", "C", "C", "C", "C", "C", "C", "C", "C", "N", "N", "O", "H", "H", "H", "H", "H", "H", "H", "H", "H", "H", "H", "H", "H", "H", "H", "H", "H"],
  "xyz": [[0.5046, -0.1983, 0.7097], [0.4158, 2.0907, -0.0282], [1.4553, -1.1776, -1.1617], [2.4429, -0.0433, -1.3368], [2.6825, -0.6751, 0.9375], [1.2137, 1.0673, 0.6241], [1.3856, -1.2965, 0.3917], [2.6480, 0.5323, 0.1359], [-3.1900, -0.3370, -1.0140], [-2.8580, 0.0523, 1.5702], [-2.2271, -0.4526, 0.2274], [-0.8561, 1.5358, -0.3227], [-1.0532, 0.3034, -0.1612], [0.7006, 3.1939, -0.4542], [0.4210, -1.1936, -1.6373], [1.7911, -2.0676, -1.6377], [3.3795, -0.5654, -1.6434], [2.1831, 0.5574, -2.1923], [2.5148, -0.4376, 1.9232], [3.6206, -1.2856, 0.8066], [1.3659, 1.4135, 1.6830], [1.1826, -2.3229, 0.6475], [3.4293, 1.2879, 0.2990], [-4.2162, 0.1485, -0.8880], [-2.6517, 0.3480, -1.7099], [-3.5595, -1.2855, -1.4563], [-3.5448, -0.7981, 1.7414], [-3.4084, 0.9303, 1.5641], [-2.0483, 0.1770, 2.3433], [-1.9619, -1.4987, 0.3101], [-1.7614, 1.9969, -0.2714]],
  "atomic_forces_ev_per_a": [[-4.28, 1.20, -1.07], [0.36, 2.70, -2.69], [-1.41, -0.50, -0.29], [1.23, -0.39, -0.09], [1.41, -2.64, -1.28], [1.80, -0.34, 1.68], [-0.23, -1.56, -0.99], [-0.95, 2.68, -2.65], [-1.56, 1.04, -0.28], [1.96, -2.76, -0.11], [-2.46, 1.65, -0.79], [-2.91, 2.24, 0.13], [5.93, -6.11, 3.07], [-0.35, -1.70, 1.35], [1.09, 1.08, 0.76], [0.94, -1.01, 0.15], [-0.31, 0.73, 0.38], [-0.02, 1.01, 0.21], [0.17, 0.21, 2.63], [-1.12, 0.44, 0.13], [0.04, 0.02, -0.62], [-0.45, -0.09, 0.65], [-0.24, -0.37, -0.32], [1.49, -0.16, 0.70], [-0.73, -1.05, -0.24], [1.18, 0.35, 0.06], [0.26, 0.62, 0.79], [-1.05, 1.76, -0.60], [-0.93, -0.59, -0.54], [0.62, 0.11, 0.24], [0.53, 1.47, -0.33]]
}


Entry 3:
{
  "formula": "C5H8N2O",
  "method": "wB97M-V/def2-TZVPD",
  "relative_energy_kcal_mol": 114.8,
  "orbital_gap_ev": [7.890, 8.178],
  "max_force_ev_per_a": 8.18,
  "smiles": "CC1=NN=CO[C@H]1C",
  "homo_ev": [-8.11, -8.26],
  "total_charge": 0,
  "e_tot_ha": -379.90525,
  "species": ["C", "C", "N", "N", "C", "O", "C", "C", "H", "H", "H", "H", "H", "H", "H", "H"],
  "xyz": [[0.6952, -1.8517, -0.5084], [-0.4050, -0.8938, -0.3467], [-1.7777, -1.5500, 0.2395], [-2.7508, -0.7046, 0.4026], [-2.7217, 0.4268, -0.1502], [-1.7219, 1.0176, -0.7820], [-0.3650, 0.5453, -0.4858], [0.1099, 1.2628, 0.8252], [1.1485, -1.7407, -1.5478], [0.3868, -2.8842, -0.3331], [1.5928, -1.8276, 0.1585], [-3.6194, 1.0719, -0.1649], [0.3265, 0.7559, -1.3149], [-0.2110, 2.2381, 0.5050], [1.1575, 0.9256, 0.6739], [-0.4771, 0.8315, 1.5366]],
  "atomic_forces_ev_per_a": [[1.58, -0.50, -0.95], [-5.87, -3.97, 3.14], [7.65, 1.21, -2.62], [-1.64, 0.04, 0.60], [-1.16, 2.04, -0.10], [1.23, 0.03, -1.12], [-0.58, -0.06, 0.47], [1.18, -0.88, -4.99], [-0.61, -0.29, 1.03], [-0.53, 0.15, -0.44], [-0.69, 0.90, -0.10], [0.50, -0.54, 0.10], [-0.61, 0.63, -0.05], [0.78, 1.01, 0.88], [-0.22, 1.12, 1.51], [-1.00, -0.87, 2.64]]
}


Entry 4:
{
  "formula": "C9H10F2NP",
  "method": "wB97M-V/def2-TZVPD",
  "relative_energy_kcal_mol": 4.3,
  "orbital_gap_ev": 9.352,
  "max_force_ev_per_a": 6.73,
  "smiles": "FC/C(F)=P/c1ccccc1.C=N",
  "homo_ev": -8.84,
  "total_charge": 0,
  "e_tot_ha": -944.65195,
  "species": ["F", "C", "C", "F", "P", "C", "C", "C", "C", "C", "C", "H", "H", "H", "H", "H", "H", "H", "C", "N", "H", "H", "H"],
  "xyz": [[-1.0378, -2.2167, -3.0335], [-0.3132, -1.1080, -3.3540], [0.1522, -0.4816, -2.1035], [0.8183, 0.6626, -2.4012], [-0.1369, -1.1105, -0.5533], [0.6299, 0.2746, 0.3926], [-0.1601, 1.1892, 1.1084], [0.5686, 2.2039, 1.7799], [1.8488, 2.3958, 1.7188], [2.6401, 1.4591, 1.0462], [1.9676, 0.4031, 0.4556], [0.5676, -1.5234, -3.9869], [-1.0140, -0.4301, -3.8834], [-1.2349, 0.9231, 1.3700], [-0.1003, 2.7601, 2.4141], [2.3581, 3.0581, 2.4322], [3.6843, 1.6927, 0.8352], [2.6790, -0.2984, 0.0057], [-2.5834, -2.3503, 1.0847], [-2.8017, -1.1425, 1.3226], [-3.1481, -2.9919, 0.5184], [-1.6532, -2.6595, 1.5710], [-3.7306, -0.7093, 1.2603]],
  "atomic_forces_ev_per_a": [[-0.70, -0.96, 0.27], [0.84, -0.69, -1.32], [0.41, 0.20, 1.09], [-0.26, -0.23, 0.20], [0.43, 0.75, -0.92], [-2.68, -0.32, 0.31], [0.55, -0.93, 0.54], [-6.65, -0.98, 0.35], [5.11, 0.15, 0.92], [-0.83, 0.93, -0.49], [4.06, -0.01, -0.79], [-1.33, 1.28, 0.70], [0.80, -0.15, -0.13], [1.44, 0.81, -0.73], [0.28, 0.68, 0.36], [-0.35, 0.33, -0.73], [-0.11, -0.63, 0.47], [-0.75, -0.17, -0.30], [1.77, 1.62, 1.67], [-0.72, 1.48, 1.70], [-1.68, -1.81, -1.09], [0.07, -0.70, -0.84], [0.27, -0.64, -1.24]]
}